ORCA calculation (ωB97M-V with the def2-TZVPD basis set) on a structure of composition C27H35AsMnN2OP2 at a distorted geometry.

```
69
Properties=species:S:1:pos:R:3
C -5.58 0.55 1.39
C -0.83 4.93 -2.24
C -4.65 -0.23 2.08
H -0.35 -1.53 -3.96
As -0.92 1.03 0.50
Mn 0.28 -0.77 -0.19
H 1.20 0.63 -3.49
H 0.45 -4.74 -1.39
H 2.15 -0.87 -3.37
C -0.30 2.01 4.58
H 2.29 1.61 -1.71
C 1.55 -0.15 -2.79
C -0.91 1.63 3.38
C -0.87 2.64 -0.63
C -1.03 5.04 -0.86
C -0.22 1.80 2.17
H -1.10 -3.69 -0.10
H -3.43 2.30 -0.61
H -0.58 1.52 -2.48
C -2.85 0.84 0.87
H 2.66 3.17 3.35
C 2.43 0.51 -1.72
C -1.04 3.90 -0.05
C -1.39 -2.33 -2.22
H -6.65 0.45 1.60
C 1.05 2.39 2.15
C 3.82 -4.22 -1.82
C 2.75 -1.49 1.35
N 0.41 -0.80 -2.15
H 1.46 2.86 5.51
O 2.44 -3.80 0.20
H -2.12 -2.92 -2.78
C -3.29 -0.09 1.82
H 1.71 -5.92 -0.93
H 2.04 -2.98 -1.69
C 0.98 2.57 4.57
C -0.64 3.67 -2.81
C 1.66 2.75 3.36
C 3.04 -0.43 0.46
C -5.14 1.46 0.43
H 3.70 -4.69 -2.80
H 1.61 -5.37 -2.62
H -2.57 -0.72 2.35
H -1.19 6.02 -0.41
C 1.48 -5.05 -1.57
H -5.86 2.07 -0.12
H -0.47 3.57 -3.88
N 2.12 -0.10 -0.44
H 0.91 -2.92 2.28
H 3.48 -1.72 2.11
H -0.81 5.83 -2.87
C -0.45 -1.55 -2.86
H 3.50 0.33 -1.97
C 2.44 -3.92 -1.24
H -2.71 -2.13 -0.09
P -1.35 -2.32 -0.44
H -1.91 1.20 3.39
P 1.00 -1.58 1.82
H -4.99 -0.95 2.82
C -0.68 2.52 -2.02
H 1.57 2.56 1.21
H -0.83 1.87 5.52
H -1.19 3.99 1.02
C -3.77 1.60 0.16
H 2.72 -2.82 0.55
H 4.34 -4.92 -1.17
H 4.43 -3.30 -1.96
H 4.03 0.05 0.41
H 1.00 -0.85 3.04
```

* E_LUMO (spin up / spin down): -2.2 / -5.6 eV
* max |F|: 4.47 eV Å⁻¹
* charge: +1
* energy: -5303.6796 Eh
* multiplicity: 7

These are the natural (NBO) partial charges, in e, on atoms 1 to 2: C -0.19; C -0.19

---

ORCA calculation (ωB97M-V with the def2-TZVPD basis set) on a cluster of 2 separate species, C39H52O8 in total at a distorted geometry.

```
99
Properties=species:S:1:pos:R:3
C 1.03 -0.48 2.58
C 0.32 -1.19 3.53
H -1.23 -2.60 3.96
H 3.61 -4.63 5.39
H 1.26 -1.27 -6.04
H -4.73 -0.93 -3.05
C 2.17 -0.17 -2.25
H 1.39 4.78 2.96
H 3.68 4.20 3.43
H 1.24 -3.55 4.09
C -1.26 -2.57 -3.34
H -5.06 1.36 -3.60
C 0.93 -1.46 -3.88
C 2.01 -0.69 -3.53
O 2.83 4.35 5.33
O -2.12 4.42 -0.25
H 2.93 -2.96 -5.05
C 1.94 -1.88 5.39
H 0.63 -4.48 -6.73
H 3.69 -4.22 1.42
H 2.20 -3.48 2.02
H 3.86 2.14 -3.68
H 1.46 -3.99 5.80
C -2.32 -1.77 -4.14
C 0.61 -0.62 1.24
C 1.19 -0.45 -1.32
H -3.67 1.91 -2.65
H 2.50 -4.88 -6.44
H -0.07 -2.45 -5.57
O 1.13 4.60 6.79
H -2.06 -1.66 -5.20
C -3.31 1.85 0.00
C -2.90 2.62 1.29
H -0.30 4.62 -1.13
H 3.67 0.81 -0.96
C -4.77 2.22 -0.34
H 3.20 3.93 -1.69
H -1.82 0.07 -2.97
H -3.71 2.55 2.02
C -0.72 -2.04 3.17
C 1.53 4.31 5.71
H 1.85 0.19 2.80
C 3.41 0.69 -2.00
H -5.56 0.34 -0.98
C 0.07 -1.26 -1.62
H 2.80 -1.38 4.92
H 0.91 0.00 5.17
C -0.75 4.07 -0.30
H -0.63 2.99 -0.49
C 1.89 -3.17 -5.31
H -2.61 2.10 -0.81
H 2.78 -0.45 -4.28
H 2.04 -1.86 6.48
C -5.39 1.33 -1.44
C -1.13 -2.17 1.87
C 1.65 -4.20 -6.47
C 1.53 3.85 3.51
H -1.95 -2.83 1.59
H -5.34 2.04 0.59
C 0.88 -1.98 -5.30
H -1.75 -3.10 -2.52
H -2.80 0.31 -4.41
H -0.21 4.31 0.63
H 3.22 2.67 4.20
C 1.29 0.11 0.08
C 1.85 -3.38 4.98
H -3.22 0.78 0.27
H -0.19 -1.28 5.62
O 3.30 -4.60 3.38
C 3.27 -3.92 4.62
H -3.24 -2.36 -4.14
H -3.60 4.72 1.17
C 3.33 2.04 -2.73
H 4.25 0.16 -2.48
C 0.69 -1.06 5.01
H -1.97 4.49 1.79
C -2.68 4.14 1.02
H -1.97 2.23 1.73
C -0.92 -1.55 -0.53
C -0.45 -1.44 0.91
H 1.25 3.01 2.87
H -6.39 1.68 -1.74
C -0.05 -1.74 -2.92
O -2.08 -1.88 -0.71
O 0.73 3.88 4.69
C 2.93 3.71 4.05
H -0.88 -3.36 -4.00
C -4.48 1.17 -2.69
O 1.35 -4.40 -4.96
O 1.88 1.15 0.31
H 3.82 -2.77 2.46
H 4.03 -3.12 4.59
C 3.25 -3.69 2.28
C 2.64 3.16 -2.22
H -3.72 -0.51 -1.65
H -4.90 3.29 -0.56
H 1.56 3.21 -2.39
C -2.64 -0.37 -3.55
C -3.91 -0.28 -2.70
```

* E_LUMO: -0.9 eV
* max |F|: 4.55 eV Å⁻¹
* energy: -2118.9495 Eh

These are the Mulliken partial charges, in e, on atoms 1 to 2: C -1.06; C 1.08

---

Among the records above, which one has the highest max |F|?
C39H52O8

---

Repeat the second record exactly.
ORCA calculation (ωB97M-V with the def2-TZVPD basis set) on a cluster of 2 separate species, C39H52O8 in total at a distorted geometry.

```
99
Properties=species:S:1:pos:R:3
C 1.03 -0.48 2.58
C 0.32 -1.19 3.53
H -1.23 -2.60 3.96
H 3.61 -4.63 5.39
H 1.26 -1.27 -6.04
H -4.73 -0.93 -3.05
C 2.17 -0.17 -2.25
H 1.39 4.78 2.96
H 3.68 4.20 3.43
H 1.24 -3.55 4.09
C -1.26 -2.57 -3.34
H -5.06 1.36 -3.60
C 0.93 -1.46 -3.88
C 2.01 -0.69 -3.53
O 2.83 4.35 5.33
O -2.12 4.42 -0.25
H 2.93 -2.96 -5.05
C 1.94 -1.88 5.39
H 0.63 -4.48 -6.73
H 3.69 -4.22 1.42
H 2.20 -3.48 2.02
H 3.86 2.14 -3.68
H 1.46 -3.99 5.80
C -2.32 -1.77 -4.14
C 0.61 -0.62 1.24
C 1.19 -0.45 -1.32
H -3.67 1.91 -2.65
H 2.50 -4.88 -6.44
H -0.07 -2.45 -5.57
O 1.13 4.60 6.79
H -2.06 -1.66 -5.20
C -3.31 1.85 0.00
C -2.90 2.62 1.29
H -0.30 4.62 -1.13
H 3.67 0.81 -0.96
C -4.77 2.22 -0.34
H 3.20 3.93 -1.69
H -1.82 0.07 -2.97
H -3.71 2.55 2.02
C -0.72 -2.04 3.17
C 1.53 4.31 5.71
H 1.85 0.19 2.80
C 3.41 0.69 -2.00
H -5.56 0.34 -0.98
C 0.07 -1.26 -1.62
H 2.80 -1.38 4.92
H 0.91 0.00 5.17
C -0.75 4.07 -0.30
H -0.63 2.99 -0.49
C 1.89 -3.17 -5.31
H -2.61 2.10 -0.81
H 2.78 -0.45 -4.28
H 2.04 -1.86 6.48
C -5.39 1.33 -1.44
C -1.13 -2.17 1.87
C 1.65 -4.20 -6.47
C 1.53 3.85 3.51
H -1.95 -2.83 1.59
H -5.34 2.04 0.59
C 0.88 -1.98 -5.30
H -1.75 -3.10 -2.52
H -2.80 0.31 -4.41
H -0.21 4.31 0.63
H 3.22 2.67 4.20
C 1.29 0.11 0.08
C 1.85 -3.38 4.98
H -3.22 0.78 0.27
H -0.19 -1.28 5.62
O 3.30 -4.60 3.38
C 3.27 -3.92 4.62
H -3.24 -2.36 -4.14
H -3.60 4.72 1.17
C 3.33 2.04 -2.73
H 4.25 0.16 -2.48
C 0.69 -1.06 5.01
H -1.97 4.49 1.79
C -2.68 4.14 1.02
H -1.97 2.23 1.73
C -0.92 -1.55 -0.53
C -0.45 -1.44 0.91
H 1.25 3.01 2.87
H -6.39 1.68 -1.74
C -0.05 -1.74 -2.92
O -2.08 -1.88 -0.71
O 0.73 3.88 4.69
C 2.93 3.71 4.05
H -0.88 -3.36 -4.00
C -4.48 1.17 -2.69
O 1.35 -4.40 -4.96
O 1.88 1.15 0.31
H 3.82 -2.77 2.46
H 4.03 -3.12 4.59
C 3.25 -3.69 2.28
C 2.64 3.16 -2.22
H -3.72 -0.51 -1.65
H -4.90 3.29 -0.56
H 1.56 3.21 -2.39
C -2.64 -0.37 -3.55
C -3.91 -0.28 -2.70
```

* E_LUMO: -0.9 eV
* max |F|: 4.55 eV Å⁻¹
* energy: -2118.9495 Eh

These are the Mulliken partial charges, in e, on atoms 1 to 2: C -1.06; C 1.08

---

The highest energy belongs to which entry?
C39H52O8

---

Among the records above, which one has the lowest max |F|?
C27H35AsMnN2OP2